[1]
The following is a quantum chemistry calculation of a cluster of 3 separate species, C12H32BrN2O4 in total in a non-equilibrium geometry, from the Open Molecules 2025 dataset.

Element x y z (Å)
Br 1.5312 -1.8270 -2.4077
C 0.7429 1.5563 2.9414
O 0.7398 0.5788 1.7964
C 2.0014 0.1455 1.3170
C 2.7662 0.9333 0.2043
N 1.7699 1.0358 -0.9932
H 1.4915 0.1613 -1.4148
H 0.9440 1.3728 -0.5195
C 2.1805 1.9412 -2.2140
C 2.5066 3.3859 -1.8431
O 1.5966 3.7803 -0.8214
C 1.9310 5.0310 -0.2863
H 0.8853 2.5973 2.6513
H 1.3842 1.1030 3.6973
H -0.1688 1.4857 3.5346
H 1.9258 -0.9002 1.0189
H 2.6793 0.2187 2.1674
H 3.7691 0.7289 -0.1706
H 2.7962 1.9389 0.6237
H 1.1823 2.0332 -2.6421
H 2.9200 1.4047 -2.8085
H 2.3612 4.0364 -2.7055
H 3.5001 3.4451 -1.3987
H 2.7463 5.0462 0.4369
H 1.0989 5.5008 0.2382
H 2.2154 5.7174 -1.0838
C -2.0864 -1.6071 3.9714
O -2.0272 -1.5449 2.5834
C -0.9196 -2.2084 1.8815
C -1.2120 -2.3358 0.3875
N -2.0251 -1.1177 -0.1125
H -2.8211 -1.1134 0.5091
H -1.5411 -0.2505 0.0712
C -2.3045 -0.8359 -1.6341
C -3.2769 -1.9635 -2.1612
O -2.8768 -3.3364 -1.8306
C -1.9560 -4.0076 -2.6617
H -3.1017 -1.2939 4.2144
H -1.5387 -0.7209 4.2921
H -1.5852 -2.4291 4.4826
H -0.7776 -3.2221 2.2560
H 0.0344 -1.7089 2.0502
H -1.9683 -3.1128 0.2765
H -0.3130 -2.4261 -0.2222
H -1.3450 -0.9420 -2.1403
H -2.7237 0.1417 -1.8722
H -3.4544 -2.0295 -3.2346
H -4.3092 -1.7996 -1.8522
H -2.4479 -4.2213 -3.6106
H -1.8645 -4.9411 -2.1065
H -1.0554 -3.4249 -2.8551

Cartesian forces, eV/Å:
-0.1395 0.0919 0.1600
-0.0055 -1.9751 -0.4403
-0.3639 1.6544 0.2633
1.7360 -0.4632 0.7569
-2.8156 1.1372 -0.7171
2.9377 2.3042 0.4794
0.2064 -1.7136 -0.3445
-1.1974 0.7558 -0.1119
-1.8721 -0.0776 1.6564
0.0570 -0.8102 1.4154
-0.1856 -0.2716 0.0408
-0.0434 1.0453 -0.0379
0.4406 -0.2717 -0.0679
1.0745 0.6501 -0.2357
-0.7365 -0.0617 -1.0231
-0.2623 -0.0153 -0.0129
0.3416 -0.4235 0.1771
-0.2631 -0.9838 0.4079
0.0986 0.3395 -0.4077
0.2062 -0.4382 -0.9203
-0.2684 0.1151 0.0409
0.3981 -0.0398 -0.1969
0.4324 0.2801 -0.4260
0.3748 -0.5726 0.0196
-0.3446 -0.4540 -0.1835
0.0330 0.1644 -0.1658
0.8070 2.2058 0.2741
0.7735 -1.5886 -2.6242
-0.2664 0.6311 0.7692
-1.5845 0.7205 -0.0753
0.4543 0.1134 -1.3800
-0.9122 0.3536 -0.0916
1.0617 1.3406 0.9914
-0.8765 -3.5115 -0.3574
0.5904 -1.1642 -0.3876
-1.1494 2.0572 1.1819
-0.8993 0.2494 -0.1270
-0.1743 -1.0709 0.4020
0.4728 0.1706 0.5689
-0.7050 -0.5702 -0.2617
-0.2508 -0.2069 0.1350
-0.2107 0.4656 0.1291
0.6758 -0.3454 -0.4033
-0.1075 -0.2372 -0.0402
0.1720 0.1178 0.2694
0.0940 0.0878 0.8957
0.7682 0.9152 -0.4892
0.1545 -0.2254 0.9238
0.0864 -0.1254 -0.3257
0.8466 -0.0466 -0.3930
0.3404 -0.3023 0.2895

* LUMO (alpha / beta): 0.6 / 0.5 eV
* HOMO-LUMO gap (alpha / beta): 3.131 / 8.535 eV
* energy: -94168.29792 eV
* multiplicity: 2
* ΔE to the lowest compared entry with this formula, charge and spin: 6.4 kJ/mol

---

[2]
The following is a quantum chemistry calculation of the molecule C4H6BrNO2 in a non-equilibrium geometry, from the Open Molecules 2025 dataset.

Element x y z (Å)
C -0.8364 -0.9973 0.5224
C 0.5705 -0.5603 0.8576
C -0.5669 -0.4306 -1.0103
C 0.5372 0.2956 -0.3393
N 0.1781 1.8165 -0.0130
O 0.7337 2.1217 1.0279
O -0.3690 2.3695 -0.8950
Br 2.2652 0.2869 -1.2666
H -1.2667 -2.0556 0.7060
H -1.5776 -0.2715 0.9413
H 0.6690 -0.0255 1.8359
H 1.2544 -1.4707 0.7574
H -0.2743 -1.2606 -1.7128
H -1.3173 0.1820 -1.4114

Cartesian forces, eV/Å:
-2.7539 -0.1472 -1.1979
0.4764 -1.6693 2.2971
-0.1785 -2.8811 1.3533
1.6297 0.8419 -1.0352
3.1789 -4.6311 0.7576
-1.3094 1.9791 -0.5736
-1.1434 2.2790 -0.2769
-0.1879 0.5345 -0.1271
1.1117 1.6794 -0.4436
0.4806 -0.6940 -0.0521
0.3642 -0.7069 -0.8912
-0.5674 1.6342 0.1708
-0.0763 1.0949 0.7369
-1.0246 0.6867 -0.7181

* LUMO: -0.2 eV
* HOMO-LUMO gap: 10.248 eV
* energy: -79868.45791 eV
* multiplicity: 1
* ΔE to the lowest compared entry with this formula, charge and spin: 432.8 kJ/mol

---

[3]
The following is a quantum chemistry calculation of a structure of composition C2H3O3Yb in a non-equilibrium geometry, from the Open Molecules 2025 dataset.

Element x y z (Å)
C -2.3704 -0.2971 -0.7376
O -2.1397 0.2126 0.3318
H -3.3768 -0.3507 -1.2110
H 1.1608 -0.4529 -1.1187
O 1.2082 -0.8446 1.0060
C 1.6423 -0.0687 -0.0618
O 1.3036 1.2527 0.2065
Yb -0.1825 0.6735 1.6640
H 2.7545 -0.1249 -0.0792

Cartesian forces, eV/Å:
0.5281 0.9631 2.0535
-0.6881 -1.0047 -2.1792
0.0338 0.0243 0.0479
1.0486 0.7213 1.9609
-1.1562 -0.7599 0.3798
0.0966 -0.2703 -0.6761
-1.0938 0.8931 -0.2851
1.5717 -0.3580 -0.7199
-0.3408 -0.2088 -0.5818

* LUMO (alpha / beta): -0.8 / -1.5 eV
* HOMO-LUMO gap (alpha / beta): 6.240 / 5.531 eV
* energy: -39790.94021 eV
* multiplicity: 2
* ΔE to the lowest compared entry with this formula, charge and spin: 196.1 kJ/mol